# 1
Below is 2 unconnected molecules or ions with the total composition C5H14NS, with properties calculated with wB97M-V/def2-TZVPD.

Atoms and positions in Å:
C 0.2748 1.5569 2.1670
C -0.2451 1.8592 0.7898
C 0.2246 2.7990 -0.0124
N -1.3470 1.0323 0.2592
H 0.7988 2.4455 2.4979
H -0.5150 1.2921 2.8677
H 0.9503 0.7015 2.1284
H -0.2218 3.0626 -0.9631
H 1.0684 3.3859 0.3179
H -2.0539 0.7205 0.9293
H -0.9235 0.1531 -0.1551
H -1.8889 1.5482 -0.4330
C -0.9228 -2.4541 -0.5530
S 0.5927 -1.5173 -0.2497
C 1.1720 -1.2950 -1.9480
H -0.7120 -3.3847 -1.0768
H -1.6821 -1.9023 -1.1076
H -1.3094 -2.7368 0.4271
H 2.0067 -0.5980 -1.9247
H 1.5159 -2.2400 -2.3624
H 0.3945 -0.8898 -2.5946

Calculated values
- Energy above the lowest of the compared OMol25 structures with the same formula, charge and spin: 85.9 kJ/mol
- Net charge: +1
- LUMO: -3.268 eV
- E_tot: -651.5798 hartree

Atom charges from the Mulliken analysis, given in e for atoms 1 to 8: -1.0885, 0.7890, -1.0623, -0.1612, 0.3880, 0.3605, 0.2548, 0.2697

***

# 2
Below is 2 unconnected molecules or ions with the total composition C5H14O, with properties calculated with wB97M-V/def2-TZVPD.

Atoms and positions in Å:
C 1.0469 1.6127 0.6169
C 1.6708 -0.8771 0.8577
C -0.6929 -0.0552 0.7102
C 0.8600 0.0299 -1.3430
C 0.7258 0.1781 0.1643
H 2.1229 1.8469 0.6802
H 0.5670 1.9040 1.5664
H 0.6043 2.2091 -0.1985
H 1.3380 -1.9082 0.6514
H 1.6827 -0.7231 1.9499
H 2.6978 -0.7556 0.4741
H -1.3761 0.5968 0.1404
H -0.7814 0.1929 1.7813
H -1.0042 -1.1034 0.5649
H 0.8303 -1.0281 -1.6531
H 1.7657 0.4955 -1.7667
H -0.0251 0.5426 -1.7558
O -3.7225 -1.2661 -1.3262
H -3.6688 -0.3411 -0.9949
H -4.6415 -1.5506 -1.1195

Calculated values
- Energy above the lowest of the compared OMol25 structures with the same formula, charge and spin: 26.9 kJ/mol
- SMILES: CC(C)(C)C.O
- LUMO: 0.755 eV
- E_tot: -274.1318 hartree

Atom charges from the Mulliken analysis, given in e for atoms 1 to 8: -1.5267, -1.6200, -1.5149, -1.6061, 1.8225, 0.3641, 0.3409, 0.3769

***

# 3
Below is 2 unconnected molecules or ions with the total composition C5H14O, with properties calculated with wB97M-V/def2-TZVPD.

Atoms and positions in Å:
C -1.1343 -1.4397 2.0611
C 0.3337 -2.0657 1.8220
O -1.1188 -0.2125 2.8375
H -1.7363 -1.1869 1.2151
H -1.6868 -2.0094 2.7352
H 0.9454 -2.1517 2.7325
H -0.8909 0.6353 2.4096
H 0.8741 -1.3910 1.1830
H 0.0845 -3.0792 1.3822
C -0.2168 0.9991 -2.0238
C 1.2977 0.8357 -2.4733
C -0.1130 1.5852 -0.6573
H -0.6996 1.6708 -2.7994
H -0.6320 0.0358 -1.8573
H 1.7018 -0.0969 -2.2506
H 0.4755 1.0503 0.0900
H 0.0853 2.6164 -0.8992
H 2.0080 1.6006 -1.9615
H 1.4920 1.0256 -3.5260
H -1.0696 1.5782 -0.0199

Calculated values
- Energy above the lowest of the compared OMol25 structures with the same formula, charge and spin: 192.5 kJ/mol
- SMILES: CCC.CCO
- LUMO: 0.931 eV
- E_tot: -274.0687 hartree

Atom charges from the Mulliken analysis, given in e for atoms 1 to 8: -0.3715, -0.7148, -0.5484, 0.3273, 0.3134, 0.2782, 0.2935, 0.1652

***

# 4
Below is 2 unconnected molecules or ions with the total composition C5H14O, with properties calculated with wB97M-V/def2-TZVPD.

Atoms and positions in Å:
C -0.9140 -0.3351 -1.0051
C -2.4243 -0.4800 -1.0126
C -0.1697 -1.2549 -1.9484
O -0.4851 1.0035 -1.2293
H -0.5888 -0.5803 0.0114
H -2.9072 0.2138 -1.6961
H -0.4138 -1.0859 -2.9973
H 0.8803 -0.9915 -1.9154
H -0.4169 -2.2898 -1.7509
H -1.2496 1.5663 -1.4240
H -2.8546 -0.2316 -0.0373
H -2.7196 -1.4966 -1.2615
C 2.5017 0.8706 1.8406
C 1.0400 0.6405 2.1991
H 2.7426 0.5033 0.8368
H 2.7966 1.9209 1.8791
H 3.1324 0.3154 2.5421
H 0.7997 -0.4098 2.0377
H 0.3528 1.3066 1.6711
H 0.8976 0.8145 3.2599

Calculated values
- Energy above the lowest of the compared OMol25 structures with the same formula, charge and spin: 56.3 kJ/mol
- SMILES: CC(C)O.CC
- LUMO: 0.946 eV
- E_tot: -274.1206 hartree

Atom charges from the Mulliken analysis, given in e for atoms 1 to 8: 1.1131, -1.3557, -1.4515, -0.5433, -0.1652, 0.3563, 0.3215, 0.3643

***

# 5
Below is 2 unconnected molecules or ions with the total composition C5H14O2, with properties calculated with wB97M-V/def2-TZVPD.

Atoms and positions in Å:
C 1.0277 0.2287 -0.1282
C 1.8816 -0.6750 -1.0027
C 1.7431 1.5091 0.2668
C 0.4100 -0.4874 1.0260
H -1.3160 0.2505 -0.9060
H 1.1013 2.1467 0.8732
H 1.0472 -1.2576 1.4544
H 2.7350 -1.0515 -0.4373
H 1.3045 -1.5296 -1.3516
H 2.2723 -0.1350 -1.8640
H 2.0785 2.0618 -0.6098
H 2.6252 1.2755 0.8655
H -0.5804 -0.8807 0.6047
H 0.0541 0.1686 1.8173
C -2.4145 -0.0892 -0.4144
O -2.8413 0.5173 0.7744
O -2.5018 -1.4860 -0.4022
H -2.1824 0.3490 1.4589
H -3.3676 -1.7537 -0.0665
H -3.1162 0.3085 -1.1579
H 0.0398 0.5298 -0.8007

Calculated values
- Energy above the lowest of the compared OMol25 structures with the same formula, charge and spin: 128.3 kJ/mol
- SMILES: CC(C)C.OCO
- LUMO: 0.846 eV
- E_tot: -349.3269 hartree

Atom charges from the Mulliken analysis, given in e for atoms 1 to 8: 1.6387, -1.5465, -1.5690, -0.9955, 0.0270, 0.3831, 0.3474, 0.3685

***

Q: energy above the lowest of the compared OMol25 structures with the same formula, charge and spin of number 2 (C5H14O)?
A: 26.9 kJ/mol

***

Q: Number 1 is which compound?
A: C5H14NS

***

What did the second record say?
Below is 2 unconnected molecules or ions with the total composition C5H14O, with properties calculated with wB97M-V/def2-TZVPD.

Atoms and positions in Å:
C 1.0469 1.6127 0.6169
C 1.6708 -0.8771 0.8577
C -0.6929 -0.0552 0.7102
C 0.8600 0.0299 -1.3430
C 0.7258 0.1781 0.1643
H 2.1229 1.8469 0.6802
H 0.5670 1.9040 1.5664
H 0.6043 2.2091 -0.1985
H 1.3380 -1.9082 0.6514
H 1.6827 -0.7231 1.9499
H 2.6978 -0.7556 0.4741
H -1.3761 0.5968 0.1404
H -0.7814 0.1929 1.7813
H -1.0042 -1.1034 0.5649
H 0.8303 -1.0281 -1.6531
H 1.7657 0.4955 -1.7667
H -0.0251 0.5426 -1.7558
O -3.7225 -1.2661 -1.3262
H -3.6688 -0.3411 -0.9949
H -4.6415 -1.5506 -1.1195

Calculated values
- Energy above the lowest of the compared OMol25 structures with the same formula, charge and spin: 26.9 kJ/mol
- SMILES: CC(C)(C)C.O
- LUMO: 0.755 eV
- E_tot: -274.1318 hartree

Atom charges from the Mulliken analysis, given in e for atoms 1 to 8: -1.5267, -1.6200, -1.5149, -1.6061, 1.8225, 0.3641, 0.3409, 0.3769

***

Q: What is the formula in the second record?
A: C5H14O